This record from OMol25 describes a molecular structure, C13H23CeF5NO2P2 in a non-equilibrium geometry. The level of theory is wB97M-V/def2-TZVPD.

Values from the calculation:
relative energy (zero: lowest compared OMol25 entry of this formula, charge and spin)	4.576	eV
LUMO energy (spin up / spin down)	-9.2 / -11.0	eV
gap between HOMO and LUMO (spin up / spin down)	6.858 / 5.045	eV
net charge	+2
multiplicity	2
expectation value of S²	1.132

Last column: Löwdin spin population.
Element x y z (Å)
Ce  0.0170  -0.6481  0.2773  0.787
P  -2.5459  0.3976  -0.3714  0.019
C  -2.2685  0.9456  -2.1222  -0.002
C  -0.8616  1.2145  -2.5862  0.002
N  0.2298  0.8272  -1.8754  0.022
C  1.4491  1.2850  -2.2711  0.002
C  1.6198  2.0616  -3.4106  0.001
C  0.5166  2.3538  -4.1991  -0.001
C  -0.7321  1.9054  -3.7886  0.001
C  2.7061  1.0144  -1.4591  0.007
P  2.7612  -0.5410  -0.4894  0.099
H  -1.6302  2.1323  -4.3633  0.000
H  2.6306  2.3898  -3.6557  0.000
H  0.6276  2.9956  -5.0647  0.000
H  3.5685  0.9742  -2.1385  0.002
H  2.9097  1.8364  -0.7528  0.000
H  -2.7741  0.2283  -2.7762  0.000
H  -2.8032  1.9148  -2.1933  0.000
H  -1.4399  -2.7761  -3.1172  0.000
O  -2.0557  -3.1915  -3.7386  0.000
H  -1.7455  -2.8667  -4.6063  0.000
H  -1.0168  -1.2721  1.6641  0.452
O  0.3767  -2.6229  -0.2568  -0.038
H  0.3329  -3.3127  -0.9522  -0.002
C  3.3155  -1.7752  -1.7239  0.011
H  4.3262  -1.5572  -2.0984  0.003
H  3.3194  -2.7701  -1.2518  0.000
H  2.6305  -1.8014  -2.5841  0.000
C  4.2055  -0.3571  0.5879  0.024
H  4.2374  -1.2447  1.2401  0.000
H  5.1300  -0.2904  -0.0033  0.005
H  4.0871  0.5482  1.2015  0.000
C  -3.5074  1.8903  -0.0239  0.003
H  -4.3952  1.8530  -0.6718  0.000
H  -3.7939  1.9185  1.0320  0.000
H  -2.9026  2.7643  -0.3079  0.000
C  -3.8722  -0.8427  -0.5653  0.007
H  -4.1589  -1.2074  0.4284  0.001
H  -4.7571  -0.4001  -1.0362  0.001
H  -3.5427  -1.7074  -1.1541  0.000
F  -1.0490  1.4269  2.4712  -0.035
C  -0.0089  1.6284  1.5719  -0.260
F  -0.3646  2.6853  0.7493  -0.060
C  1.2400  2.0168  2.3247  -0.032
F  0.9879  3.0044  3.2055  -0.018
F  1.7745  0.9636  3.0166  -0.001
F  2.1923  2.4741  1.4606  -0.001